i:
The following is a DFT calculation (ωB97M-V with the def2-TZVPD basis set) of a 2-piece molecular cluster, C3H10NO overall.

XYZ file:
```
15
Properties=species:S:1:pos:R:3:lowdin_charge:R:1
C 1.60329 -0.79800 -0.13281 -0.165
C 2.64190 -0.32734 0.53140 0.079
N 0.32060 -0.92778 0.52760 0.144
H 1.53678 -1.12976 -1.16862 0.131
H 3.62750 -0.26923 0.06828 0.090
H 2.48997 0.02459 1.56348 0.092
H 0.41841 -0.80696 1.53980 0.164
H -0.36949 -0.15963 0.15175 0.105
H -0.20244 -1.79907 0.42070 0.172
C -2.62239 0.94878 -0.36971 -0.087
O -1.20226 0.94098 -0.51495 -0.144
H -3.11004 0.90329 -1.35642 0.100
H -2.90817 0.08426 0.25162 0.091
H -2.90101 1.89668 0.16212 0.107
H -0.94437 1.28183 -1.37965 0.120
```

Properties
Frontier orbital gap, Eh: 0.433
Net charge: +1

ii:
The following is a DFT calculation (ωB97M-V with the def2-TZVPD basis set) of a 2-piece molecular cluster, C3H10NO overall.

XYZ file:
```
15
Properties=species:S:1:pos:R:3:lowdin_charge:R:1
C -0.23033 1.02212 2.20462 -0.027
O 0.46902 -0.14595 1.54671 -0.154
H -0.48487 1.71604 1.36655 0.101
H 0.42420 1.51814 2.89430 0.081
H -1.03828 0.66845 2.82280 0.085
H 1.40924 -0.13844 1.81172 0.124
C 1.02218 -0.39428 -1.66530 -0.004
C -1.40789 -0.85464 -1.47319 0.126
N -0.27951 -0.65954 -0.92444 -0.039
H 1.34060 0.64770 -1.38777 0.114
H 1.79871 -1.08671 -1.28780 0.108
H 0.93124 -0.43592 -2.72679 0.079
H -1.43896 -0.62905 -2.53489 0.116
H -2.31728 -0.97606 -0.85229 0.129
H -0.19808 -0.25187 0.20577 0.160
```

Properties
Frontier orbital gap, Eh: 0.418
Net charge: +1

i takes first place; second place is 0.0270 hartree up.

i:
The following is a DFT calculation (ωB97M-V with the def2-TZVPD basis set) of a 2-piece molecular cluster, C3H10NO overall.

XYZ file:
```
15
Properties=species:S:1:pos:R:3:lowdin_charge:R:1
C 1.34831 1.03005 -0.20700 -0.005
C -0.90806 -1.39985 -1.31205 -0.033
C 0.81491 1.36429 1.03780 -0.104
N -0.07303 0.62815 1.54955 0.231
O -1.26279 -1.09591 0.07782 -0.150
H 2.32327 1.22239 -0.50986 0.103
H 0.98862 0.09171 -0.51158 0.061
H 0.87291 1.75313 -0.86172 0.141
H -0.46656 -2.35876 -1.25909 0.090
H -0.30424 -0.66926 -1.59694 0.019
H -1.81263 -1.53321 -1.86410 0.098
H 1.20897 2.20897 1.63233 0.173
H -0.46087 0.68700 2.47719 0.163
H -0.26947 -0.24702 1.01484 0.091
H -1.99934 -1.68168 0.33280 0.121
```

Properties
Frontier orbital gap, Eh: 0.403
Net charge: +1

ii:
The following is a DFT calculation (ωB97M-V with the def2-TZVPD basis set) of a 2-piece molecular cluster, C3H10NO overall.

XYZ file:
```
15
Properties=species:S:1:pos:R:3:lowdin_charge:R:1
C -2.10961 -1.50478 -0.86974 -0.113
O -1.35357 -1.29551 0.31982 -0.143
H -2.70194 -0.60828 -1.02620 0.089
H -2.85080 -2.29140 -0.70650 0.093
H -1.52855 -1.80354 -1.73831 0.087
H -0.99373 -2.10496 0.69401 0.109
C 1.68203 0.61546 0.12441 -0.106
C 2.52146 1.43842 0.72397 0.081
N 0.23224 0.97146 0.25406 0.175
H 1.80435 -0.22300 -0.53764 0.122
H 3.57982 1.24737 0.78034 0.085
H 2.16712 2.34897 1.19116 0.087
H -0.13023 1.59937 -0.46416 0.172
H 0.08714 1.45162 1.13946 0.164
H -0.40574 0.15878 0.11531 0.099
```

Properties
Frontier orbital gap, Eh: 0.435
Net charge: +1

ii takes first place; second place is 0.0061 hartree up.

i:
The following is a DFT calculation (ωB97M-V with the def2-TZVPD basis set) of a 2-piece molecular cluster, C3H10NO overall.

XYZ file:
```
15
Properties=species:S:1:pos:R:3:lowdin_charge:R:1
C 1.61545 -1.75835 -0.17088 -0.098
C 1.25445 -0.48982 0.53368 -0.155
C -0.03515 -0.03561 0.75014 -0.032
N -0.12362 1.28170 1.62860 0.191
H 2.75002 -1.96733 0.10955 0.128
H 0.97382 -2.55094 0.36299 0.109
H 1.36215 -1.75828 -1.25728 0.099
H 2.08825 0.30357 0.68144 0.144
H -1.02518 -0.33570 0.27324 0.148
H 0.71115 1.77922 1.57789 0.114
H -0.87283 1.98672 1.35161 0.197
H -0.44639 0.94774 2.52017 0.150
H -3.31030 0.35425 -2.97607 0.051
H -2.16572 1.32498 -2.99464 0.021
O -2.77611 0.91786 -2.39043 -0.068
```

Properties
Frontier orbital gap, Eh: 0.403
Net charge: +1

ii:
The following is a DFT calculation (ωB97M-V with the def2-TZVPD basis set) of a 2-piece molecular cluster, C3H10NO overall.

XYZ file:
```
15
Properties=species:S:1:pos:R:3:lowdin_charge:R:1
C -0.06894 -2.17521 1.41402 -0.086
O 0.11446 -0.72285 1.58518 -0.182
H -1.15272 -2.48304 1.36338 0.097
H 0.52039 -2.43576 0.55275 0.071
H 0.34399 -2.74211 2.34794 0.124
H 0.38114 -0.30132 2.41646 0.114
C 0.13232 1.52252 -0.95720 -0.143
C 1.03515 1.32199 -1.87956 0.060
N -0.96740 0.51255 -0.57600 0.190
H -0.06662 2.57925 -0.64990 0.141
H 1.82500 2.01018 -1.97181 0.068
H 0.85881 0.54930 -2.68920 0.114
H -1.60629 1.02969 -0.07145 0.111
H -1.42243 0.12851 -1.47313 0.208
H -0.41640 -0.15550 0.06195 0.114
```

Properties
Frontier orbital gap, Eh: 0.430
Net charge: +1

i takes first place; second place is 0.0123 hartree up.

i:
The following is a DFT calculation (ωB97M-V with the def2-TZVPD basis set) of a 2-piece molecular cluster, C3H10NO overall.

XYZ file:
```
15
Properties=species:S:1:pos:R:3:lowdin_charge:R:1
O -1.86682 -2.60491 0.73935 0.084
C -1.65096 -1.52948 1.21354 -0.305
C -0.75983 -0.49613 0.55615 -0.082
H -2.07947 -1.22524 2.18650 0.127
H 0.08530 -0.29993 1.22482 0.077
H -1.31752 0.43535 0.42614 0.081
H -0.39973 -0.87905 -0.39914 0.073
C 2.10661 2.53334 -1.05274 0.004
N 1.40548 1.21186 -1.07025 0.142
H 1.70686 3.09330 -0.21386 0.108
H 3.17134 2.36232 -0.92884 0.108
H 1.95571 3.07147 -1.98440 0.108
H 0.38717 1.31447 -1.06133 0.146
H 1.63745 0.67783 -0.22907 0.150
H 1.63242 0.59972 -1.85763 0.178
```

Properties
Frontier orbital gap, Eh: 0.335
Net charge: +1

ii:
The following is a DFT calculation (ωB97M-V with the def2-TZVPD basis set) of a 2-piece molecular cluster, C3H10NO overall.

XYZ file:
```
15
Properties=species:S:1:pos:R:3:lowdin_charge:R:1
C 0.52078 0.51015 -0.68250 -0.095
O -0.42974 0.74217 0.59610 -0.016
C 1.81802 0.10756 -0.21047 0.150
C 2.18915 -1.32140 0.14388 0.027
N -3.49148 0.36971 0.45789 0.016
H 0.55525 1.49918 -1.17377 0.141
H 0.03383 -0.19789 -1.34644 0.147
H 0.12183 0.80477 1.39424 0.094
H 2.49380 0.92903 -0.42586 0.153
H 3.26067 -1.42193 0.13497 0.092
H 1.76872 -1.60359 1.19194 0.174
H 1.70479 -1.99121 -0.58049 0.126
H -4.09193 -0.20379 -0.13193 0.016
H -3.88909 1.26197 0.61735 -0.009
H -2.56460 0.51527 0.01508 -0.017
```

Properties
Frontier orbital gap, Eh: 0.149
Net charge: +1

i takes first place; second place is 0.1267 hartree up.

i:
The following is a DFT calculation (ωB97M-V with the def2-TZVPD basis set) of a 2-piece molecular cluster, C3H10NO overall.

XYZ file:
```
15
Properties=species:S:1:pos:R:3:lowdin_charge:R:1
C 0.31781 1.85998 2.06658 0.017
N 1.11557 0.97001 1.10418 0.126
H -0.88265 1.64510 1.81579 0.175
H 0.45372 1.45720 3.07988 0.098
H 0.68428 2.80147 1.84109 0.061
H 1.58043 1.56035 0.44164 0.145
H 0.47600 0.35282 0.56560 0.091
H 1.93151 0.49885 1.46254 0.160
O -0.08420 -0.13023 -1.07899 -0.007
C -0.73207 -1.15595 -1.02506 -0.250
C -0.92462 -1.96375 -2.30822 -0.024
H -1.11813 -1.58362 -0.02580 0.145
H -0.13598 -2.64858 -2.45290 0.071
H -0.80209 -1.18160 -3.10394 0.108
H -1.87960 -2.48205 -2.38238 0.086
```

Properties
Frontier orbital gap, Eh: 0.405
Net charge: +1

ii:
The following is a DFT calculation (ωB97M-V with the def2-TZVPD basis set) of a 2-piece molecular cluster, C3H10NO overall.

XYZ file:
```
15
Properties=species:S:1:pos:R:3:lowdin_charge:R:1
C -0.19299 -0.75616 2.46972 0.014
N -0.75697 -0.29880 1.12535 0.142
H 0.78680 -0.29734 2.54818 0.104
H -0.78017 -0.28556 3.26001 0.100
H -0.41116 -1.80938 2.60034 0.105
H 0.03439 -0.37294 0.45657 0.094
H -1.10789 0.65284 1.13741 0.162
H -1.54607 -0.90449 0.92259 0.164
C 1.45634 0.85441 -1.03125 0.055
C 0.55710 -0.01681 -1.49787 -0.285
O -0.77215 0.35480 -1.60422 -0.036
H 1.13203 1.73333 -0.48454 0.080
H 2.51299 0.62917 -1.02782 0.077
H 0.80601 -1.03209 -1.79734 0.125
H -0.91433 0.69060 -2.47446 0.101
```

Properties
Frontier orbital gap, Eh: 0.396
Net charge: +1

i takes first place; second place is 0.0134 hartree up.

i:
The following is a DFT calculation (ωB97M-V with the def2-TZVPD basis set) of a 2-piece molecular cluster, C3H10NO overall.

XYZ file:
```
15
Properties=species:S:1:pos:R:3:lowdin_charge:R:1
C 2.60612 -0.14581 0.07511 -0.089
C 1.20100 -0.58295 0.37960 -0.145
C 0.11071 -0.16811 -0.21636 -0.106
N -1.13910 -0.79132 0.25467 0.135
H 3.25390 -0.63778 0.81224 0.069
H 2.99849 -0.31123 -1.03107 0.130
H 2.78584 1.02112 0.24782 0.128
H 1.04965 -1.44355 1.01206 0.114
H -0.07695 0.59628 -1.04507 0.159
H -0.99776 -1.49327 0.99484 0.164
H -1.97550 -0.10669 0.55435 0.188
H -1.60636 -1.36964 -0.42412 0.151
H -3.11461 1.30537 -1.08722 0.063
H -2.37680 2.57352 -0.30158 0.163
O -2.71862 1.55405 -0.22526 -0.126
```

Properties
Frontier orbital gap, Eh: 0.409
Net charge: +1

ii:
The following is a DFT calculation (ωB97M-V with the def2-TZVPD basis set) of a 2-piece molecular cluster, C3H10NO overall.

XYZ file:
```
15
Properties=species:S:1:pos:R:3:lowdin_charge:R:1
C -0.07527 -0.98057 0.19372 -0.121
O 0.02980 0.42493 -0.39151 -0.023
C 1.01111 -1.14846 1.13807 0.165
C 1.17579 -0.14977 2.22315 0.003
N -1.79219 1.45166 -2.80972 0.035
H -0.11694 -1.73834 -0.61155 0.154
H -1.05296 -0.86751 0.60579 0.161
H 0.98829 0.54153 -0.47886 0.094
H 1.52376 -2.10352 1.15173 0.155
H 1.37586 -0.63796 3.17860 0.118
H 2.00108 0.53397 1.89868 0.154
H 0.20606 0.34008 2.42934 0.126
H -1.27616 1.29674 -3.65598 0.005
H -2.78834 1.45189 -2.86014 0.008
H -1.20992 1.58533 -2.01130 -0.032
```

Properties
Frontier orbital gap, Eh: 0.134
Net charge: +1

i takes first place; second place is 0.1011 hartree up.

i:
The following is a DFT calculation (ωB97M-V with the def2-TZVPD basis set) of a 2-piece molecular cluster, C3H10NO overall.

XYZ file:
```
15
Properties=species:S:1:pos:R:3:lowdin_charge:R:1
C 1.53886 -0.57891 1.05158 -0.068
C 0.17431 0.00051 1.12369 -0.190
C 0.60991 1.45060 -0.81254 0.186
N -0.05978 0.55237 -0.18142 0.003
H 2.32718 0.15552 0.95976 0.076
H 1.69272 -1.22025 0.19457 0.095
H 1.78469 -1.14165 1.96394 0.104
H -0.03088 0.80989 1.76785 0.125
H -0.67593 -0.71440 1.27981 0.155
H 1.57006 1.73474 -0.34184 0.128
H 0.13412 1.91060 -1.76629 0.167
H -0.74308 0.03475 -0.76743 0.124
H -2.66984 -1.61433 -1.92741 0.078
H -3.28124 -0.50524 -1.18724 0.091
O -2.37110 -0.87419 -1.35705 -0.075
```

Properties
Frontier orbital gap, Eh: 0.410
Net charge: +1

ii:
The following is a DFT calculation (ωB97M-V with the def2-TZVPD basis set) of a 2-piece molecular cluster, C3H10NO overall.

XYZ file:
```
15
Properties=species:S:1:pos:R:3:lowdin_charge:R:1
C -1.61794 0.37584 -0.75206 -0.022
C -0.32491 0.92719 -0.18635 -0.325
C -0.09922 1.94684 0.63634 0.097
N 0.78311 0.00035 -0.52325 0.186
H -1.44228 -0.32538 -1.56369 0.080
H -2.12043 -0.27811 -0.00932 0.104
H -2.37316 1.10264 -1.02043 0.092
H 0.85394 2.48799 0.60013 0.083
H -0.70229 2.18095 1.52014 0.100
H 0.76808 -0.89789 0.06152 0.105
H 1.67342 0.46189 -0.32185 0.168
H 0.72601 -0.37949 -1.47199 0.163
H 2.07020 -2.36897 0.98524 0.084
H 0.67939 -3.04039 1.09841 0.098
O 1.12609 -2.19347 0.94716 -0.014
```

Properties
Frontier orbital gap, Eh: 0.380
Net charge: +1

i takes first place; second place is 0.0096 hartree up.

i:
The following is a DFT calculation (ωB97M-V with the def2-TZVPD basis set) of an isolated ion of composition C4H5N2O2 and charge +1.

XYZ file:
```
13
Properties=species:S:1:pos:R:3:lowdin_charge:R:1
C -2.14167 -0.54951 -1.12199 0.168
C -0.91932 -0.33441 -0.67786 -0.335
N -0.31909 -0.45356 0.57019 0.114
N 0.89104 0.22865 0.60396 0.028
C 1.51091 0.57049 1.68492 0.154
C 1.20196 0.36486 -1.17113 -0.274
O 2.23178 0.59375 -1.64121 0.308
O 0.05817 -0.03441 -1.57498 0.205
H -2.47849 -0.34368 -2.13527 0.110
H -2.89567 -0.78796 -0.48069 0.055
H -0.94147 -0.66054 1.38972 0.215
H 1.20720 0.51846 2.72343 0.108
H 2.59465 0.88787 1.83093 0.144
```

Properties
Frontier orbital gap, Eh: 0.319
Net charge: +1

ii:
The following is a DFT calculation (ωB97M-V with the def2-TZVPD basis set) of C4H5N2O2 as an isolated structure.

XYZ file:
```
13
Properties=species:S:1:pos:R:3:lowdin_charge:R:1
C 1.22348 -0.97570 -0.02151 0.040
C -0.10358 -0.91566 0.39352 0.048
C 1.55049 0.31531 -0.55936 -0.027
C -0.69311 0.39398 0.01924 -0.026
N 0.56612 1.08794 -0.54175 0.124
N 3.10716 1.18611 -1.28867 -0.275
O 4.08349 0.92724 -0.70827 0.215
O 2.72933 1.87349 -2.13592 0.188
H 1.64715 -1.95711 -0.02783 0.120
H -0.76615 -1.61816 0.80203 0.121
H -1.49848 0.29868 -0.63660 0.136
H -0.95864 0.87180 0.89478 0.125
H 0.74929 2.08163 -0.88818 0.211
```

Properties
Frontier orbital gap, Eh: 0.377
Net charge: +1

i takes first place; second place is 0.0780 hartree up.